This record from the OMol25 dataset describes C4H7NO2 in the gas phase. The level of theory is ωB97M-V/def2-TZVPD.

```
14
Properties=species:S:1:pos:R:3:forces:R:3:nbo_charge:R:1
N -2.239 -1.158 -0.027 0.3 -0.2 0.5 -0.83
C -0.903 -0.891 -0.199 0.4 -0.3 0.5 0.69
O -0.284 -1.362 -1.135 0.0 -0.1 0.8 -0.61
C -0.293 0.302 0.622 -0.3 0.2 -1.2 -0.56
C 1.218 0.428 0.611 -0.3 -0.3 -0.3 0.05
C 1.757 0.806 -0.684 0.2 -0.2 -0.4 -0.09
O 1.707 1.750 0.376 -0.1 0.1 0.1 -0.49
H -2.522 -2.077 -0.348 -0.1 0.3 -0.2 0.40
H -2.646 -0.856 0.840 -0.1 -0.1 0.1 0.39
H -0.756 0.949 1.383 -0.4 -1.3 0.4 0.24
H -0.650 0.818 -0.267 0.6 1.7 -0.2 0.25
H 1.866 -0.126 1.300 -0.6 0.0 -0.2 0.20
H 1.017 0.967 -1.466 0.3 0.0 -0.1 0.18
H 2.728 0.451 -1.008 0.1 0.2 0.1 0.19
```
Forces are in eV/Å.

- HOMO: -10.102 eV
- SMILES string: NC(=O)C[C@H]1CO1
- E: -9844.798 eV
- LUMO level: 0.02962 Eh